# 1
Molecular formula: C10H59BInN2O22S
Method: DFT, ωB97M-V/def2-TZVPD

Its orbital gap is 0.2010 Ha. As for the LUMO energy: 1.34 eV. The total energy comes out at -76030.289 eV. As for the maximum force: 4.5 eV/Å. The charge is -1.

Positions of all 96 atoms, in Å:
In1 -3.52 3.43 2.99
S1 -1.38 4.64 2.57
O1 -7.77 -4.59 -0.17
O2 5.84 0.64 1.27
O3 -1.59 3.12 -1.98
O4 -8.70 -3.28 -2.97
O5 -2.14 2.19 5.64
O6 10.49 -3.41 1.21
O7 7.29 2.09 3.12
O8 0.77 0.03 -2.27
O9 0.26 0.72 -5.46
O10 -3.71 5.43 -0.10
O11 -2.84 1.07 -5.15
O12 -4.87 -3.22 -0.64
O13 2.44 2.51 -3.52
O14 7.58 -2.31 1.66
O15 -2.58 6.55 5.04
O16 1.00 0.69 5.97
O17 -5.22 -5.87 -0.74
O18 7.24 -0.61 -1.04
O19 -5.19 -2.40 -3.70
O20 10.15 -0.49 -0.73
O21 12.79 -1.83 -2.34
O22 -4.68 -3.92 -6.33
N1 -2.61 -0.93 0.65
N2 -3.90 0.55 4.75
C1 -2.88 0.43 1.29
C2 1.20 -0.46 -0.93
C3 2.02 -1.50 2.08
C4 3.21 -1.06 1.00
C5 0.41 -1.43 1.64
C6 -3.57 1.52 0.28
C7 0.00 -0.93 0.13
C8 2.80 -0.52 -0.52
C9 -4.45 2.66 1.08
C10 -1.56 -0.85 -0.44
B1 -3.19 1.88 4.61
H1 -4.44 -3.31 -5.62
H2 -3.40 0.47 -4.63
H3 -4.03 -3.59 -0.93
H4 2.08 2.34 -4.40
H5 -3.52 -1.16 0.15
H6 -5.05 -3.67 0.20
H7 7.20 -3.17 1.41
H8 -6.14 -2.29 -3.80
H9 -2.52 7.36 4.51
H10 7.87 -1.94 0.81
H11 -3.40 6.06 -0.77
H12 -3.69 0.21 2.15
H13 3.21 1.94 -3.46
H14 -5.09 -5.52 -1.63
H15 4.35 -1.11 1.26
H16 2.39 -1.83 3.14
H17 -1.70 -1.84 -1.10
H18 0.81 1.03 -2.20
H19 -3.10 5.57 0.64
H20 -8.42 -2.90 -3.82
H21 -2.80 2.02 -0.47
H22 -0.40 -1.73 2.42
H23 -9.08 -4.14 -3.21
H24 -2.36 5.84 4.42
H25 9.60 -3.08 1.39
H26 -0.57 3.74 1.81
H27 10.29 -0.14 -1.63
H28 -4.53 3.59 0.34
H29 -3.07 0.86 -6.07
H30 0.36 0.51 -4.52
H31 9.20 -0.64 -0.68
H32 1.74 1.26 6.25
H33 -6.18 -6.02 -0.68
H34 -1.87 0.86 1.69
H35 -7.74 -4.23 0.73
H36 3.65 -0.20 -1.28
H37 -4.71 4.64 3.68
H38 6.15 1.27 0.61
H39 -4.32 0.91 -0.42
H40 -1.21 4.00 -1.82
H41 6.45 0.77 2.02
H42 8.02 2.66 3.41
H43 -3.85 -4.09 -6.79
H44 13.53 -1.27 -2.06
H45 12.18 -1.81 -1.59
H46 -0.70 0.83 -5.57
H47 -3.30 -0.26 4.42
H48 0.39 0.71 6.72
H49 -5.08 -2.61 -2.76
H50 11.01 -3.07 1.95
H51 6.75 -0.22 -1.78
H52 -8.11 -3.85 -0.70
H53 -1.27 1.91 5.22
H54 -4.82 0.52 4.26
H55 -1.70 0.05 -1.18
H56 6.67 2.11 3.87
H57 -5.57 2.29 1.23
H58 -2.00 3.20 -2.85
H59 6.72 -0.37 -0.26

Here are the Mulliken charges for atoms 1 to 2, given in e: 0.87, -0.67

=====

# 2
Molecular formula: C44H78INO16
Method: DFT, ωB97M-V/def2-TZVPD

Its orbital gap is 0.3066 Ha. As for the LUMO energy: -0.56 eV. The total energy comes out at -89235.988 eV. As for the maximum force: 2.0 eV/Å.

Positions of all 140 atoms, in Å:
I1 -8.56 -0.46 5.73
O1 -3.26 -3.41 6.62
O2 -2.07 5.49 2.16
O3 -2.03 3.86 -0.29
O4 15.99 -1.13 -3.31
O5 9.44 -1.22 -5.72
O6 -1.68 2.16 -4.34
O7 -4.88 -1.96 7.13
O8 -8.06 0.88 -0.05
O9 -2.65 0.87 10.33
O10 -6.91 -3.66 -0.44
O11 13.08 -0.73 -3.49
O12 8.18 -3.75 -4.89
O13 -5.36 2.03 10.46
O14 1.37 -1.25 -4.72
O15 3.92 -2.74 -4.76
O16 -0.51 4.44 -5.81
N1 -9.63 1.43 2.32
C1 3.53 -1.76 -5.70
C2 -4.45 -3.20 6.75
C3 -1.09 4.50 -4.51
C4 -7.89 -1.18 3.85
C5 -6.03 -0.28 -0.51
C6 9.31 -0.73 -4.40
C7 -3.19 4.76 2.62
C8 1.26 -1.50 -3.32
C9 -7.39 -0.81 1.56
C10 -7.01 -2.13 1.41
C11 -10.68 1.18 3.34
C12 -7.06 -2.96 2.49
C13 -7.44 -3.49 4.86
C14 -5.24 0.67 -1.10
C15 14.03 -0.26 -4.44
C16 10.05 -2.50 -5.78
C17 9.03 -3.60 -6.01
C18 -8.28 1.17 2.82
C19 -1.46 4.26 -6.84
C20 -3.78 -1.04 -1.96
C21 -7.85 -0.30 2.76
C22 -7.48 -2.49 3.71
C23 -5.98 -4.04 4.96
C24 -0.91 4.56 0.25
C25 -7.26 0.04 0.31
C26 13.11 0.01 -2.28
C27 3.19 -3.95 -4.90
C28 -1.00 4.66 1.75
C29 -6.56 -2.60 0.04
C30 15.23 -1.18 -4.51
C31 -0.92 3.20 -3.76
C32 -2.98 2.23 10.05
C33 -5.74 1.00 11.36
C34 -5.67 -1.61 -0.66
C35 6.90 -3.17 -5.08
C36 -4.17 2.69 10.86
C37 -5.51 -4.25 6.44
C38 15.78 -2.25 -2.47
C39 -3.09 -0.02 9.32
C40 -3.00 4.72 -0.87
C41 -4.13 0.27 -1.81
C42 2.64 -0.71 -5.08
C43 -4.58 -2.01 -1.37
C44 -0.90 1.27 -5.12
H1 -0.07 5.12 2.13
H2 -3.52 1.06 -2.23
H3 6.38 -3.17 -4.13
H4 14.92 -2.21 -4.73
H5 -0.02 4.00 -0.02
H6 -2.04 5.18 -6.98
H7 -0.93 4.03 -7.76
H8 14.71 -2.43 -2.31
H9 -2.62 5.14 -1.80
H10 -5.48 1.72 -0.98
H11 -10.38 1.69 4.25
H12 -6.33 -4.24 7.16
H13 -11.61 1.61 2.95
H14 -2.15 3.44 -6.61
H15 -4.32 3.76 10.69
H16 -4.92 0.32 11.57
H17 2.11 -3.77 -4.94
H18 14.13 0.08 -1.89
H19 -0.27 0.65 -4.47
H20 -3.89 4.13 -1.08
H21 -5.81 -4.91 4.33
H22 3.04 -2.21 -6.57
H23 -3.98 2.55 11.93
H24 -7.72 -2.96 5.77
H25 9.56 -4.55 -6.14
H26 13.53 -0.26 -5.42
H27 15.89 -0.84 -5.32
H28 -2.97 -1.04 9.70
H29 3.51 -4.48 -5.81
H30 16.25 -3.14 -2.90
H31 -3.48 3.98 1.91
H32 4.45 -1.27 -6.05
H33 -4.14 0.14 9.07
H34 8.67 0.15 -4.42
H35 14.33 0.76 -4.22
H36 -0.83 5.56 -0.20
H37 -1.08 3.66 2.20
H38 -2.90 -1.36 -2.50
H39 -2.98 4.31 3.59
H40 0.14 2.92 -3.69
H41 6.32 -3.76 -5.80
H42 10.63 -2.69 -4.87
H43 12.70 1.01 -2.43
H44 8.85 -1.47 -3.74
H45 -3.27 5.53 -0.19
H46 -4.96 -5.19 6.46
H47 10.29 -0.45 -4.00
H48 -8.13 1.55 3.83
H49 -0.26 1.80 -5.83
H50 -2.48 0.09 8.42
H51 3.13 -0.25 -4.21
H52 -4.02 5.46 2.73
H53 0.36 -2.07 -3.16
H54 8.46 -3.40 -6.91
H55 -0.57 5.30 -3.97
H56 -10.82 0.11 3.54
H57 -5.34 -3.24 4.56
H58 16.25 -2.04 -1.51
H59 3.41 -4.58 -4.04
H60 -7.58 1.71 2.18
H61 -8.09 -4.34 4.63
H62 -1.57 0.61 -5.67
H63 -2.15 4.78 -4.58
H64 -6.76 -4.00 2.36
H65 12.49 -0.52 -1.55
H66 -1.30 3.33 -2.74
H67 -6.12 1.43 12.29
H68 -9.82 0.76 1.58
H69 -2.11 2.83 10.32
H70 6.98 -2.14 -5.44
H71 1.19 -0.55 -2.77
H72 -6.55 0.43 10.89
H73 -3.17 2.37 8.98
H74 2.45 0.08 -5.81
H75 -4.38 -3.08 -1.43
H76 10.75 -2.48 -6.62
H77 -5.81 -2.01 7.40
H78 2.12 -2.07 -2.95

Here are the Mulliken charges for atoms 1 to 2, given in e: 0.00, -0.58

=====

# 3
Molecular formula: C18H37N8O3RhSi
Method: DFT, ωB97M-V/def2-TZVPD

Its orbital gap is 0.2691 Ha. As for the LUMO energy: -7.32 eV. The total energy comes out at -48200.377 eV. The value obtained for the energy above the lowest of the compared OMol25 structures with the same formula, charge and spin is 20.0 kJ/mol. As for the maximum force: 1.1 eV/Å. The charge is +2.

Positions of all 68 atoms, in Å:
Rh1 -0.07 -0.04 -0.01
Si1 -5.07 0.09 -0.05
O1 2.04 0.36 -0.42
O2 0.30 -1.96 -0.31
O3 3.59 1.90 -0.27
N1 1.38 2.48 -0.01
N2 0.22 0.74 3.86
N3 0.03 2.06 0.03
N4 -0.52 -0.37 3.97
N5 -0.04 -0.11 1.92
N6 -1.09 -3.76 -0.47
N7 0.50 0.90 2.63
N8 0.88 -3.84 0.78
C1 -1.09 -0.79 5.26
C2 -2.20 1.41 5.86
C3 -5.56 1.82 0.43
C4 -5.76 -1.17 1.15
C5 0.01 -3.17 0.01
C6 -5.53 -0.31 -1.81
C7 -1.98 -0.01 0.01
C8 2.07 -3.20 1.32
C9 -3.20 -0.01 0.05
C10 -2.07 -3.04 -1.27
C11 -2.41 -0.07 5.57
C12 2.34 1.54 -0.24
C13 -0.14 -5.94 0.08
C14 -1.41 -5.16 -0.15
C15 -3.44 -0.29 4.46
C16 -0.69 -0.89 2.77
C17 0.67 -5.24 1.15
C18 3.98 3.28 -0.08
H1 -2.33 -3.66 -2.13
H2 0.17 -5.29 2.12
H3 -0.33 -0.59 6.01
H4 3.58 3.90 -0.89
H5 -5.47 -0.96 2.18
H6 -6.61 -0.22 -1.94
H7 -5.28 2.05 1.46
H8 -0.40 2.39 0.89
H9 -1.25 -1.87 5.18
H10 1.65 -5.71 1.27
H11 -6.64 1.95 0.33
H12 -2.06 -5.19 0.73
H13 -5.25 -1.33 -2.08
H14 -2.77 -0.56 6.48
H15 2.24 -2.24 0.84
H16 -2.97 -2.85 -0.68
H17 -4.40 0.13 4.76
H18 3.66 3.64 0.90
H19 0.44 -5.98 -0.85
H20 -1.97 -5.56 -0.99
H21 -5.44 -2.18 0.90
H22 -3.59 -1.35 4.25
H23 -0.49 2.43 -0.76
H24 -3.15 0.22 3.53
H25 -5.08 2.56 -0.22
H26 -1.25 -1.78 2.53
H27 -0.36 -6.96 0.38
H28 1.98 -3.07 2.40
H29 5.06 3.28 -0.13
H30 -1.47 1.57 6.65
H31 2.94 -3.83 1.13
H32 -3.14 1.86 6.18
H33 -1.67 -2.10 -1.61
H34 1.57 3.47 0.10
H35 -5.04 0.37 -2.51
H36 -6.85 -1.14 1.10
H37 -1.87 1.96 4.98

Here are the Mulliken charges for atoms 1 to 2, given in e: 0.59, -0.28

=====

# 4
Molecular formula: C3H8N5
Method: DFT, ωB97M-V/def2-TZVPD

Its orbital gap is 0.4315 Ha. As for the LUMO energy: -5.07 eV. The total energy comes out at -10680.584 eV. The value obtained for the energy above the lowest of the compared OMol25 structures with the same formula, charge and spin is 376.0 kJ/mol. As for the maximum force: 3.5 eV/Å. The charge is +1.

Positions of all 16 atoms, in Å:
N1 0.00 1.53 -0.13
N2 0.72 0.43 -0.22
N3 1.85 2.02 -0.76
N4 1.98 0.73 -0.59
N5 0.64 2.54 -0.53
C1 -0.76 -0.49 1.54
C2 -0.01 -0.97 0.34
C3 -0.91 -1.29 -0.81
H1 -1.11 -1.44 2.05
H2 0.78 -1.72 0.21
H3 2.54 2.64 -1.02
H4 -0.48 -1.41 -1.85
H5 -1.67 -0.04 1.14
H6 -1.61 -2.15 -0.67
H7 -1.69 -0.58 -1.00
H8 -0.27 0.21 2.30

Here are the Mulliken charges for atoms 1 to 2, given in e: -0.04, 0.76